# C3H2BrF3O

A cluster of 2 separate species, C3H2BrF3O in total at a distorted geometry (the ωB97M-V functional and the def2-TZVPD basis, the OMol25 dataset).

The multiplicity is 1. As for the SMILES: C=C(F)Br.O=C(F)F. The value obtained for the energy is -83384.5687 eV. The LUMO energy is 0.0214 Ha. The calculation puts the relative energy (zero: lowest compared OMol25 entry of this formula, charge and spin) at 0.322 eV. As for the molar mass: 190.95 u. The HOMO energy is -9.75 eV.

The geometry in XYZ format:
```
10
C3H2BrF3O | the OMol25 dataset | the ωB97M-V functional and the def2-TZVPD basis
C -0.21497 -2.15742 -0.53943
C -0.82127 -1.33828 0.24518
F -1.98641 -0.77828 0.05665
Br -0.17101 -0.73648 1.93498
H 0.56696 -2.71924 -0.02505
H -0.29934 -2.36866 -1.61310
O 0.33091 1.40361 -0.48120
C 0.67086 2.40763 -0.01445
F 0.31663 3.08959 1.02302
F 1.60765 3.19751 -0.58661
```

These are the natural (NBO) partial charges, in e, on atoms 1 to 8: C -0.53; C 0.35; F -0.31; Br 0.02; H 0.23; H 0.24; O -0.52; C 1.14